{"formula": "C9H8FN2O2", "method": "ωB97M-V/def2-TZVPD", "symbols": ["C", "C", "C", "C", "C", "C", "C", "F", "N", "O", "N", "O", "C", "C", "H", "H", "H", "H", "H", "H", "H", "H"], "positions_angstrom": [[-2.77883, -2.32446, -1.15979], [-1.79551, -1.34387, -0.54439], [-1.91217, -0.01526, -0.57673], [-0.83569, 0.71972, -0.11152], [0.32196, 0.19815, 0.32778], [1.42909, 1.12703, 0.57555], [1.54065, 2.44696, 0.19060], [0.98461, 3.30214, -0.61918], [2.86444, 2.98491, 0.66903], [3.35704, 2.01275, 1.39802], [2.55635, 0.87694, 1.29123], [2.99328, -0.13314, 1.80510], [0.46551, -1.22524, 0.46847], [-0.61981, -1.96206, 0.00506], [-3.27116, -2.92051, -0.28437], [-3.47026, -1.85344, -1.80383], [-2.30484, -3.06447, -1.71104], [-2.72292, 0.56100, -0.86927], [-1.06821, 1.81286, -0.18273], [3.36573, 3.73784, 0.38788], [1.29990, -1.90437, 0.78016], [-0.39915, -3.03347, -0.03604]], "charge": 1, "de_lowest_kj_mol": 160.0, "homo_ha": [-0.4715, -0.4715], "orbital_gap_ev": [6.93, 6.93], "e_lumo_ev": [-5.902, -5.899], "e_tot_ha": -707.11041}

{"formula": "C9H8FNO", "method": "ωB97M-V/def2-TZVPD", "symbols": ["C", "C", "C", "C", "C", "C", "C", "C", "C", "N", "O", "F", "H", "H", "H", "H", "H", "H", "H", "H"], "positions_angstrom": [[0.80114, 1.12063, -2.64030], [1.97027, 1.02144, -1.89809], [-0.40620, 0.66255, -2.14579], [1.95711, 0.45855, -0.62128], [-0.42554, 0.07778, -0.87649], [0.75233, -0.00283, -0.19143], [-1.68611, -0.48450, -0.33258], [-0.47906, -1.11706, 1.74813], [-0.30490, -0.22385, 2.92474], [-1.58917, -1.06199, 0.92653], [-2.74181, -0.46964, -0.91955], [0.03805, -2.36887, 1.90114], [0.83580, 1.55459, -3.62942], [2.90724, 1.36621, -2.31310], [-1.32611, 0.73549, -2.70715], [2.86027, 0.40224, -0.03525], [-0.40730, 0.81912, 2.63563], [0.68126, -0.38006, 3.35544], [-1.05910, -0.43817, 3.69343], [-2.37818, -1.67163, 1.12541]], "de_lowest_kj_mol": 335.7, "homo_ha": -0.3100, "orbital_gap_ev": 8.16, "e_lumo_ev": -0.272, "e_tot_ha": -577.52450}

{"formula": "C9H8IN2O", "method": "ωB97M-V/def2-TZVPD", "symbols": ["C", "C", "C", "C", "C", "C", "C", "C", "C", "N", "N", "O", "I", "H", "H", "H", "H", "H", "H", "H", "H"], "positions_angstrom": [[1.30151, -0.15347, -3.59295], [1.80805, 0.58846, -1.23777], [1.44109, 0.75626, 0.06549], [-0.43942, -0.08288, -1.97357], [0.93442, 0.04876, -2.20711], [0.08746, 0.43518, 0.32543], [-0.87255, 0.05883, -0.62672], [-2.18988, 0.02264, 0.14316], [-0.56394, 0.56563, 1.57558], [1.61232, -0.37965, -4.66124], [-0.15393, 0.91799, 2.77656], [-1.83088, 0.32030, 1.46056], [-0.00725, -2.44334, 2.31088], [2.75692, 0.82277, -1.59170], [2.06276, 1.21089, 0.70411], [-1.21761, -0.32200, -2.73279], [-2.90431, 0.65499, -0.43051], [-2.61429, -0.88338, 0.12312], [0.75449, -3.68587, 3.08644], [-0.81260, 0.72819, 3.52021], [0.84762, 0.81969, 2.96282]], "charge": 1, "de_lowest_kj_mol": 106.6, "homo_ha": -0.4970, "orbital_gap_ev": 8.38, "e_lumo_ev": -5.141, "e_tot_ha": -829.91913}

{"formula": "C9H8N2", "method": "ωB97M-V/def2-TZVPD", "symbols": ["C", "C", "C", "N", "N", "C", "C", "C", "C", "C", "C", "H", "H", "H", "H", "H", "H", "H", "H"], "positions_angstrom": [[-1.12282, 2.01651, 1.51754], [-0.68178, 1.30986, 0.24181], [-0.67376, 1.88358, -0.95084], [-0.09942, 1.38095, -1.96442], [0.55247, 0.27017, -1.79973], [0.42392, -0.39551, -0.69961], [1.16589, -1.57679, -0.73392], [1.08930, -2.33197, 0.36862], [0.32618, -2.05252, 1.54122], [-0.37742, -0.89539, 1.45338], [-0.30010, -0.02340, 0.39111], [-1.63373, 2.87699, 1.22245], [-1.81184, 1.31001, 2.05008], [-0.23577, 2.17649, 2.28266], [-1.18009, 2.86095, -1.25712], [1.60944, -2.00457, -1.57530], [1.71421, -3.26613, 0.34934], [0.32039, -2.64906, 2.38152], [-1.05035, -0.46876, 2.11956]], "de_lowest_kj_mol": 273.8, "homo_ha": -0.3290, "orbital_gap_ev": 8.74, "e_lumo_ev": -0.217, "e_tot_ha": -457.17438}

{"formula": "C9H8N2", "method": "ωB97M-V/def2-TZVPD", "symbols": ["C", "C", "C", "C", "C", "C", "N", "C", "C", "C", "N", "H", "H", "H", "H", "H", "H", "H", "H"], "positions_angstrom": [[-0.72850, 1.32765, -1.57615], [-0.07553, 0.74439, -0.60007], [-0.43343, 0.59406, 0.88252], [0.54494, -0.44290, 1.48292], [0.74111, -1.34070, 0.24144], [1.09375, -0.24397, -0.83844], [2.34885, 0.34180, -0.35783], [2.43847, 0.46473, 0.82614], [1.79155, 0.34265, 1.98354], [1.96940, 0.69066, 3.28802], [2.05729, 1.05925, 4.37723], [-0.39642, 1.14056, -2.65539], [-1.60532, 1.83399, -1.24860], [-0.13890, 1.59273, 1.39068], [-1.36337, 0.20403, 1.06400], [0.00463, -0.92289, 2.26589], [-0.13435, -1.86276, -0.22880], [1.53666, -2.01942, 0.11451], [1.24331, -0.72255, -1.94143]], "de_lowest_kj_mol": 538.0, "homo_ha": [-0.3007, -0.3007], "orbital_gap_ev": [7.18, 7.18], "e_lumo_ev": [-1.001, -1.001], "e_tot_ha": -457.07376}

{"formula": "C9H8N2", "method": "ωB97M-V/def2-TZVPD", "symbols": ["C", "C", "C", "C", "C", "C", "C", "C", "C", "H", "H", "H", "H", "H", "H", "H", "H", "N", "N"], "positions_angstrom": [[0.61104, 0.85700, -1.09959], [1.78263, 0.14811, -0.77100], [2.12843, -1.16426, -0.23396], [0.98431, -1.67300, 0.39257], [-0.26158, -0.98165, 0.21299], [-1.45421, -1.41814, 1.06142], [-2.61265, -0.62870, 1.13075], [-1.54860, 1.33428, 0.33240], [-0.47548, 0.44063, -0.19607], [0.49458, 2.84775, -1.04795], [1.75005, 2.24635, -2.15540], [2.83191, 0.74861, -1.00821], [3.40343, -1.26320, 0.30389], [0.86111, -2.75645, 0.74299], [-1.68915, -2.53675, 1.28282], [-3.42878, -1.54476, 1.52696], [-1.51430, 2.48179, 0.22630], [0.76665, 2.11879, -1.71034], [-2.62939, 0.74360, 1.00944]], "de_lowest_kj_mol": 569.0, "homo_ha": -0.2987, "orbital_gap_ev": 7.65, "e_lumo_ev": -0.480, "e_tot_ha": -457.06197}

{"formula": "C9H8N2O2S", "method": "ωB97M-V/def2-TZVPD", "symbols": ["N", "C", "S", "C", "C", "O", "C", "O", "C", "C", "C", "C", "N", "C", "H", "H", "H", "H", "H", "H", "H", "H"], "positions_angstrom": [[-4.70498, -1.65639, -3.09443], [-3.84061, -1.94781, -2.35546], [-2.54373, -2.28826, -1.15252], [-2.94715, -0.88999, -0.05313], [-1.95081, -0.87938, 1.14581], [-0.55504, -0.82356, 0.74545], [-0.06243, 0.43869, 0.50786], [-0.73300, 1.45292, 0.45881], [1.35995, 0.62298, 0.33123], [1.95063, 1.86717, -0.04709], [3.31798, 1.90343, -0.31063], [4.05930, 0.76480, -0.09216], [3.52268, -0.37894, 0.36361], [2.18992, -0.45424, 0.51910], [-2.91766, 0.07212, -0.58683], [-3.98350, -0.96801, 0.30550], [-2.13920, -0.01226, 1.81835], [-2.05763, -1.79540, 1.77274], [1.37665, 2.78101, -0.16679], [3.77305, 2.80217, -0.67105], [5.11514, 0.78018, -0.30163], [1.77045, -1.39125, 0.86324]], "de_lowest_kj_mol": 162.9, "homo_ha": -0.3667, "orbital_gap_ev": 9.81, "e_lumo_ev": -0.167, "e_tot_ha": -1005.90896}

{"formula": "C9H8N2O3S3", "method": "ωB97M-V/def2-TZVPD", "symbols": ["C", "O", "C", "O", "C", "C", "C", "C", "C", "S", "C", "N", "N", "C", "S", "S", "O", "H", "H", "H", "H", "H", "H", "H", "H"], "positions_angstrom": [[2.77544, 4.40531, -3.44468], [1.59796, 3.82582, -2.72477], [1.78971, 2.46640, -3.02660], [2.59740, 1.97785, -3.80959], [0.63232, 1.69046, -2.29267], [-0.19914, 2.19689, -1.36473], [-0.90611, 1.10510, -0.75705], [-0.33642, -0.14862, -1.63112], [-0.91236, -1.28782, -1.37106], [0.52506, -2.32594, -0.32741], [-0.13151, -1.77085, 1.35778], [0.67906, -1.97773, 2.29594], [-0.10513, -1.81306, 3.39093], [-1.16559, -1.22641, 3.31167], [-2.26085, -0.64905, 4.48671], [-1.54944, -1.26890, 1.51980], [0.52376, 0.33638, -2.51587], [2.59738, 5.38208, -3.01736], [2.39595, 4.24890, -4.51206], [3.67196, 4.03115, -3.33905], [-0.41330, 3.07426, -1.14899], [-1.46319, 1.07620, -0.07255], [-1.73867, -1.67506, -1.06344], [-0.76260, -1.88552, -2.45573], [0.54188, -1.83543, 4.22958]], "homo_ha": -0.3015, "orbital_gap_ev": 7.59, "e_lumo_ev": -0.617, "e_tot_ha": -1877.21359}

{"formula": "C9H8N2Se", "method": "ωB97M-V/def2-TZVPD", "symbols": ["C", "C", "C", "Se", "C", "N", "C", "C", "C", "C", "C", "N", "H", "H", "H", "H", "H", "H", "H", "H"], "positions_angstrom": [[-2.20529, 0.01662, 1.00114], [-1.82674, 0.17705, -0.20595], [-1.86900, -0.79722, -1.25891], [-0.26362, -0.61405, -2.52266], [1.05808, -0.48055, -1.17649], [0.72393, -0.26449, 0.07419], [1.60353, 0.08526, 0.99747], [2.92326, 0.33695, 0.67610], [3.40012, 0.12939, -0.65153], [2.46955, -0.29295, -1.60821], [2.90215, -0.73001, -2.88711], [3.18496, -1.19923, -3.88768], [-2.21315, 0.89077, 1.61362], [-2.46184, -0.93136, 1.30060], [-1.30900, 1.03364, -0.39085], [-1.94783, -1.78553, -0.80425], [-2.68888, -0.45470, -1.97318], [1.25701, 0.11240, 1.93087], [3.48075, 0.92673, 1.33360], [4.48315, 0.12525, -0.83103]], "de_lowest_kj_mol": 0.0, "homo_ha": -0.3177, "orbital_gap_ev": 8.58, "e_lumo_ev": -0.065, "e_tot_ha": -2858.59031}

{"formula": "C9H8N3O2S", "method": "ωB97M-V/def2-TZVPD", "symbols": ["C", "C", "C", "C", "C", "C", "C", "C", "C", "N", "N", "N", "O", "O", "S", "H", "H", "H", "H", "H", "H", "H", "H"], "positions_angstrom": [[-1.16039, 0.92249, -2.25853], [-0.99282, -3.10968, -0.23819], [-1.87862, -2.26331, 0.34353], [0.31051, -2.68447, -0.44302], [-1.42705, -1.04251, 0.85123], [0.81473, -1.51562, -0.01823], [-0.05003, -0.74719, 0.75669], [0.45107, 0.29485, 1.50425], [0.31687, 2.18031, -0.94771], [-1.65681, 0.01450, -1.73902], [1.28799, 2.88936, -0.48432], [0.92459, 1.02013, 2.27722], [2.05056, 3.40673, -1.34890], [1.52210, 3.24006, 0.77561], [-0.29551, 2.29132, -2.55148], [-1.05234, -4.16160, -0.47325], [-2.91088, -2.54262, 0.62733], [0.81582, -3.47680, -1.12804], [-2.08273, -0.47662, 1.50119], [1.82150, -1.24872, -0.35214], [-0.15171, 1.39756, -0.49805], [2.25401, 4.01721, 0.66631], [1.08915, 1.59460, 3.17752]], "multiplicity": 3, "charge": 1, "homo_ha": [-0.3095, -0.4413], "orbital_gap_ev": [2.75, 3.83], "e_lumo_ev": [-5.670, -8.176], "e_tot_ha": -1060.04451}

{"formula": "C9H8N5O", "method": "ωB97M-V/def2-TZVPD", "symbols": ["C", "C", "C", "C", "C", "C", "C", "C", "C", "N", "N", "N", "N", "N", "O", "H", "H", "H", "H", "H", "H", "H", "H"], "positions_angstrom": [[-0.63908, -1.01020, -2.66045], [1.89307, -1.07725, 0.77247], [1.24606, -3.47412, 0.40244], [-0.63149, -0.90418, -1.21214], [-1.85911, -0.20683, -0.59971], [0.30907, -1.39840, -0.46897], [1.14785, -2.14896, 0.23959], [1.12244, 1.23240, 0.73959], [1.10018, 2.24157, 1.86694], [-0.70692, -0.96824, -3.78478], [2.07750, 0.05021, 1.03411], [1.37503, -4.55357, 0.73380], [-2.88648, -0.16530, -1.42715], [-1.60003, 0.26384, 0.53156], [1.57984, 1.56552, -0.48767], [1.05547, 1.62481, 2.71224], [0.16135, 2.65768, 1.73719], [2.00761, 2.78997, 2.07333], [-3.08356, -0.98933, -2.05573], [-3.58847, 0.49466, -1.25314], [-2.28816, 0.95083, 0.88639], [0.13474, 0.60394, 0.60757], [2.07309, 2.42096, -0.38752]], "charge": 1, "de_lowest_kj_mol": 177.5, "homo_ha": -0.5083, "orbital_gap_ev": 7.98, "e_lumo_ev": -5.849, "e_tot_ha": -696.29360}

{"formula": "C9H9BrFIOS", "method": "ωB97M-V/def2-TZVPD", "symbols": ["C", "C", "I", "O", "C", "C", "C", "C", "C", "C", "Br", "C", "F", "H", "H", "H", "H", "H", "H", "H", "S", "H", "H"], "positions_angstrom": [[-1.28206, -0.44284, -0.89922], [-1.61834, 0.10291, 0.23306], [-3.59734, 0.98749, 0.46727], [-1.01570, 0.14975, 1.38921], [0.35057, -0.27592, 1.39225], [1.36285, 0.69985, 0.86587], [0.96516, 2.02786, 0.55575], [1.96521, 2.93964, 0.26113], [3.32731, 2.59888, 0.16869], [3.66657, 1.28344, 0.34759], [5.53368, 0.72643, 0.14973], [2.67512, 0.35277, 0.68817], [3.06527, -0.94890, 0.86395], [-1.96633, -0.23418, -1.71110], [-0.33508, -0.75874, -1.26523], [0.60773, -1.24788, 0.91050], [0.59025, -0.16311, 2.46555], [-0.12568, 2.21014, 0.58092], [1.66218, 3.99961, 0.02580], [4.11726, 3.32727, -0.10082], [-3.62525, -2.88824, 1.27074], [-4.06336, -2.37232, 2.44501], [-3.44115, -4.08987, 1.89900]], "de_lowest_kj_mol": 0.0, "homo_ha": -0.3386, "orbital_gap_ev": 9.50, "e_lumo_ev": 0.287, "e_tot_ha": -3793.27560}